[1]
Below is C54H59N4PTi as an isolated structure in a non-equilibrium geometry, with properties calculated with ωB97M-V/def2-TZVPD.

Positions of all 119 atoms, in Å:
Ti (-16.235, -5.926, 9.576)
C (-12.798, -3.883, 4.722)
C (-13.604, -5.182, 4.654)
C (-14.750, -5.290, 5.592)
C (-16.085, -5.007, 5.387)
C (-16.813, -4.618, 4.135)
C (-16.980, -3.122, 4.048)
C (-16.702, -5.103, 6.665)
C (-18.057, -4.847, 6.906)
C (-18.726, -4.960, 8.104)
C (-20.141, -4.777, 8.302)
C (-21.103, -4.440, 7.236)
C (-21.164, -2.970, 6.882)
C (-20.386, -4.988, 9.630)
C (-19.126, -5.305, 10.275)
C (-18.971, -5.614, 11.613)
C (-17.766, -5.943, 12.241)
N (-16.564, -6.004, 11.612)
C (-15.672, -6.379, 12.549)
C (-14.290, -6.593, 12.333)
C (-13.629, -6.454, 11.143)
N (-14.222, -6.142, 9.931)
C (-13.228, -6.169, 8.968)
C (-13.382, -5.912, 7.635)
C (-14.604, -5.597, 6.966)
N (-15.797, -5.461, 7.597)
C (-11.957, -6.517, 9.611)
C (-12.194, -6.673, 10.922)
C (-11.211, -7.006, 11.964)
C (-10.803, -5.794, 12.804)
C (-10.682, -6.693, 8.867)
C (-9.962, -5.408, 8.504)
C (-16.304, -6.593, 13.811)
C (-17.631, -6.314, 13.612)
C (-18.789, -6.327, 14.572)
C (-19.071, -4.928, 15.159)
C (-15.594, -7.040, 15.046)
C (-14.915, -5.893, 15.795)
N (-18.129, -5.293, 9.316)
C (-21.719, -4.895, 10.276)
C (-22.406, -6.252, 10.376)
H (-11.987, -3.845, 4.013)
H (-12.364, -3.827, 5.744)
H (-13.405, -2.982, 4.621)
H (-12.909, -6.004, 4.820)
H (-14.033, -5.336, 3.664)
H (-17.775, -5.138, 4.115)
H (-16.232, -5.029, 3.285)
H (-17.606, -2.764, 4.891)
H (-17.470, -2.859, 3.107)
H (-16.024, -2.596, 4.125)
H (-18.627, -4.512, 6.065)
H (-22.073, -4.824, 7.530)
H (-20.827, -4.999, 6.336)
H (-21.471, -2.372, 7.746)
H (-21.864, -2.776, 6.074)
H (-20.167, -2.596, 6.581)
H (-19.846, -5.533, 12.216)
H (-13.692, -6.937, 13.168)
H (-12.491, -5.987, 7.030)
H (-10.307, -7.393, 11.496)
H (-11.632, -7.765, 12.626)
H (-10.356, -5.018, 12.181)
H (-10.096, -6.073, 13.566)
H (-11.649, -5.331, 13.317)
H (-10.871, -7.259, 7.961)
H (-9.996, -7.310, 9.476)
H (-10.613, -4.766, 7.881)
H (-9.053, -5.609, 7.937)
H (-9.678, -4.835, 9.397)
H (-18.544, -7.020, 15.374)
H (-19.700, -6.694, 14.104)
H (-18.171, -4.492, 15.606)
H (-19.861, -4.936, 15.921)
H (-19.345, -4.245, 14.350)
H (-14.860, -7.799, 14.807)
H (-16.351, -7.548, 15.686)
H (-14.068, -5.546, 15.205)
H (-14.561, -6.201, 16.777)
H (-15.622, -5.055, 15.961)
H (-22.330, -4.177, 9.689)
H (-21.593, -4.523, 11.284)
H (-22.445, -6.715, 9.388)
H (-23.419, -6.167, 10.771)
H (-21.858, -6.937, 11.024)
C (-18.893, -8.848, 4.985)
C (-19.522, -9.295, 6.145)
C (-18.837, -9.217, 7.371)
C (-17.570, -8.689, 7.440)
C (-16.962, -8.244, 6.262)
C (-17.605, -8.311, 5.053)
P (-16.650, -8.513, 9.003)
C (-17.606, -9.357, 10.272)
C (-17.165, -10.509, 10.908)
C (-17.885, -11.056, 11.977)
C (-19.048, -10.427, 12.424)
C (-19.506, -9.279, 11.772)
C (-18.780, -8.751, 10.707)
C (-15.164, -9.501, 8.813)
C (-15.065, -10.486, 7.841)
C (-13.944, -11.312, 7.765)
C (-12.897, -11.159, 8.651)
C (-12.964, -10.150, 9.624)
C (-14.087, -9.327, 9.679)
H (-19.370, -8.952, 4.023)
H (-20.491, -9.757, 6.127)
H (-19.303, -9.598, 8.272)
H (-15.959, -7.837, 6.297)
H (-17.077, -7.929, 4.176)
H (-16.256, -10.966, 10.567)
H (-17.548, -11.987, 12.443)
H (-19.599, -10.856, 13.273)
H (-20.395, -8.760, 12.092)
H (-19.087, -7.806, 10.247)
H (-15.876, -10.657, 7.153)
H (-13.907, -12.043, 6.970)
H (-12.018, -11.814, 8.575)
H (-12.136, -9.987, 10.304)
H (-14.112, -8.560, 10.454)

## Properties
DFT total energy (hartree): -3503.116551
2S+1: 3
Highest occupied orbital energy (alpha / beta) (eV): -5.147 / -6.256
Expectation value of S²: 2.043
M (g/mol): 842.935
Orbital gap (alpha / beta) (eV): 5.06 / 5.40



[2]
Below is one molecule with the formula C54H60F6N6O2S in a non-equilibrium geometry, with properties calculated with ωB97M-V/def2-TZVPD.

Positions of all 129 atoms, in Å:
C (3.979, -3.438, -2.463)
N (2.891, -2.470, -2.431)
C (1.882, -2.577, -3.374)
S (1.853, -3.692, -4.631)
N (0.886, -1.627, -3.183)
C (-0.129, -1.500, -4.231)
C (1.155, -0.448, -2.402)
O (0.684, 0.650, -2.752)
C (1.950, -0.613, -1.233)
C (2.132, 0.521, -0.234)
C (3.510, 0.378, 0.462)
C (4.634, 0.149, -0.351)
C (5.904, -0.052, 0.182)
C (6.104, 0.081, 1.577)
N (7.367, -0.029, 2.107)
C (8.543, 0.009, 1.265)
C (8.338, -0.764, -0.028)
C (7.044, -0.343, -0.737)
C (7.661, 0.357, 3.474)
C (6.541, -0.069, 4.403)
C (5.186, 0.440, 3.892)
C (4.980, 0.294, 2.418)
C (3.711, 0.441, 1.847)
C (2.589, -1.889, -1.156)
O (2.864, -2.478, -0.100)
H (4.813, -3.014, -1.889)
H (3.692, -4.415, -2.041)
H (4.255, -3.563, -3.513)
H (-0.773, -0.637, -4.005)
H (0.350, -1.358, -5.212)
H (-0.722, -2.424, -4.292)
H (2.217, 1.403, -0.893)
H (4.506, 0.103, -1.429)
H (8.821, 1.056, 1.031)
H (9.375, -0.435, 1.838)
H (9.193, -0.571, -0.688)
H (8.308, -1.841, 0.193)
H (6.739, -1.132, -1.435)
H (7.250, 0.559, -1.334)
H (8.607, -0.133, 3.751)
H (7.820, 1.452, 3.531)
H (6.537, -1.166, 4.481)
H (6.750, 0.342, 5.396)
H (4.386, -0.078, 4.431)
H (5.113, 1.507, 4.156)
H (2.854, 0.578, 2.507)
C (-2.139, 3.652, 2.616)
C (-0.723, 3.418, 2.083)
C (0.296, 4.054, 3.031)
C (-0.578, 3.893, 0.628)
C (-0.310, 5.242, 0.387)
C (-0.498, 5.778, -0.882)
C (-1.054, 4.995, -1.889)
C (-1.347, 3.650, -1.680)
C (-2.162, 2.929, -2.773)
C (-1.321, 2.605, -3.994)
C (-3.392, 3.716, -3.232)
C (-0.913, 3.057, -0.468)
N (-1.224, 1.672, -0.232)
N (-2.554, 1.406, -0.263)
N (-2.679, 0.142, 0.160)
C (-3.984, -0.485, 0.079)
C (-4.177, -1.584, -0.782)
C (-3.189, -1.881, -1.913)
C (-3.586, -1.085, -3.158)
C (-3.058, -3.381, -2.171)
C (-5.352, -2.339, -0.714)
C (-6.413, -1.911, 0.067)
C (-6.298, -0.718, 0.758)
C (-5.117, 0.030, 0.755)
C (-5.184, 1.349, 1.526)
C (-5.401, 1.083, 3.020)
C (-6.317, 2.254, 1.016)
C (-1.426, -0.401, 0.470)
C (-1.392, -1.804, 0.880)
C (-2.443, -2.375, 1.654)
C (-2.549, -3.752, 1.818)
C (-3.684, -4.338, 2.619)
F (-3.964, -5.624, 2.248)
F (-3.423, -4.351, 3.964)
F (-4.844, -3.626, 2.449)
C (-1.613, -4.608, 1.252)
C (-0.588, -4.062, 0.483)
C (0.298, -5.015, -0.266)
F (1.129, -4.374, -1.145)
F (1.091, -5.755, 0.563)
F (-0.443, -5.887, -1.021)
C (-0.408, -2.686, 0.372)
C (-0.503, 0.582, 0.270)
C (0.966, 0.676, 0.670)
H (-2.895, 3.194, 1.966)
H (-2.253, 3.230, 3.622)
H (-2.353, 4.728, 2.669)
H (-0.546, 2.339, 2.078)
H (1.313, 4.001, 2.625)
H (0.047, 5.107, 3.221)
H (0.283, 3.527, 3.993)
H (0.019, 5.880, 1.209)
H (-0.247, 6.818, -1.083)
H (-1.302, 5.432, -2.858)
H (-2.520, 2.002, -2.313)
H (-0.419, 2.058, -3.707)
H (-1.896, 1.983, -4.689)
H (-1.026, 3.525, -4.517)
H (-4.036, 3.990, -2.391)
H (-3.095, 4.629, -3.762)
H (-3.984, 3.111, -3.928)
H (-2.210, -1.521, -1.566)
H (-3.683, -0.017, -2.912)
H (-2.837, -1.189, -3.952)
H (-4.558, -1.432, -3.545)
H (-2.951, -3.916, -1.218)
H (-3.941, -3.772, -2.699)
H (-2.166, -3.589, -2.775)
H (-5.456, -3.256, -1.302)
H (-7.341, -2.491, 0.117)
H (-7.152, -0.341, 1.332)
H (-4.228, 1.855, 1.357)
H (-4.666, 0.368, 3.408)
H (-5.317, 2.010, 3.600)
H (-6.403, 0.664, 3.197)
H (-6.219, 2.451, -0.056)
H (-7.307, 1.808, 1.186)
H (-6.296, 3.216, 1.541)
H (-3.178, -1.719, 2.121)
H (-1.693, -5.678, 1.390)
H (0.447, -2.254, -0.143)
H (1.097, -0.086, 1.441)
H (1.089, 1.631, 1.188)

## Properties
DFT total energy (hartree): -3570.158441
Highest occupied orbital energy (eV): -6.639
M (g/mol): 971.169
Orbital gap (eV): 5.61



> Which of these has the highest M?

C54H60F6N6O2S